Entry 1:
21
Properties=species:S:1:pos:R:3:forces:R:3 method="wB97M-V/def2-TZVPD" total_charge=+1 relative_energy_kcal_mol=40.1 fmax_ev_per_a=2.52 e_homo_ev=-13.720 energy_ev=-9953.024 gap_ev=10.521
C -0.978 -0.981 1.988 0.8 -0.1 -0.9
C 0.514 -0.644 2.077 -0.2 1.1 0.4
C 0.967 0.451 1.118 0.7 -2.4 -0.1
C 1.876 0.108 0.210 0.0 1.9 -1.2
N -1.355 -1.149 0.508 0.6 1.3 0.9
H -1.089 -2.005 2.339 -0.6 0.5 0.9
H -1.545 -0.160 2.414 -0.6 -0.5 0.1
H 0.737 -0.228 3.068 -0.3 -0.6 0.2
H 1.043 -1.591 1.958 0.5 0.3 -0.2
H 0.593 1.458 1.200 -0.3 0.1 -0.1
H 2.121 0.854 -0.553 0.2 0.0 0.3
H 2.456 -0.790 0.078 -0.4 -0.5 0.4
H -1.432 -0.244 0.031 -0.2 0.0 -0.1
H -0.513 -1.506 0.049 -0.5 -0.7 -0.4
H -2.227 -1.665 0.390 0.4 -0.3 -0.2
H -0.245 2.924 -2.738 0.1 0.1 -0.8
H 0.377 2.615 -4.171 -0.5 0.2 -0.3
O 0.554 2.697 -3.238 0.3 -0.4 1.2
H -1.115 -0.563 -2.565 -0.1 -0.1 -0.4
H -0.002 0.433 -2.282 0.7 0.6 -0.4
O -0.735 -0.014 -1.880 -0.6 -0.4 0.6

Entry 2:
8
Properties=species:S:1:pos:R:3:forces:R:3 method="wB97M-V/def2-TZVPD" relative_energy_kcal_mol=29.7 fmax_ev_per_a=4.45 e_homo_ev=-10.314 smiles="CP(=O)(Br)Br" energy_ev=-152507.563 gap_ev=8.436
C -1.031 -0.132 -0.255 4.0 -1.6 -0.7
O 0.697 0.307 1.960 0.1 -0.3 0.2
P 0.654 0.188 0.513 0.5 -1.3 -2.1
Br 1.401 2.015 -0.497 -0.1 -0.7 0.2
Br 2.219 -1.768 -0.594 -1.6 2.0 1.1
H -1.145 0.614 -0.941 -0.7 2.1 -1.6
H -1.167 -1.079 -0.723 0.6 -0.8 -0.5
H -1.628 -0.144 0.537 -2.8 0.6 3.4

Entry 3:
94
Properties=species:S:1:pos:R:3:forces:R:3 method="wB97M-V/def2-TZVPD" total_charge=+2 relative_energy_kcal_mol=3.9 fmax_ev_per_a=0.18 e_homo_ev=-13.005 energy_ev=-58305.887 gap_ev=7.346
Y -0.231 -0.647 -1.124 0.0 0.0 -0.1
C 6.232 3.075 0.062 0.0 0.0 0.0
C 4.970 2.260 0.120 0.0 0.0 0.0
C 4.401 1.853 1.301 0.0 0.0 0.0
C 3.224 1.075 1.350 0.0 0.0 0.0
C 2.787 0.667 2.633 0.0 0.0 0.0
N 1.816 -0.142 2.919 -0.1 0.0 0.0
C 1.471 -0.527 4.291 0.1 0.0 -0.1
C 0.354 0.314 4.892 0.0 0.0 0.1
C -1.011 0.165 4.229 -0.1 0.0 -0.1
N -1.110 0.836 2.928 0.0 0.1 0.0
C -1.374 2.101 2.790 0.0 0.0 0.0
C -1.486 2.797 1.562 0.0 0.0 0.0
C -1.735 4.187 1.611 0.0 0.0 0.0
C -1.845 4.953 0.478 0.0 0.0 0.0
C -2.122 6.429 0.521 0.0 0.0 0.0
C -1.688 4.286 -0.745 0.0 0.0 0.0
C -1.444 2.925 -0.863 0.0 0.0 0.0
C -1.290 2.400 -2.215 0.0 0.0 0.0
N -1.003 1.208 -2.570 0.0 0.1 0.0
C -0.919 0.977 -4.027 0.0 0.0 0.0
C -0.175 -0.311 -4.339 0.0 0.0 -0.1
C 1.310 -0.267 -4.022 0.0 0.0 0.0
N 1.554 0.087 -2.614 0.0 0.0 -0.1
C 2.633 0.723 -2.373 -0.1 0.0 0.0
C 3.148 1.109 -1.069 0.0 0.0 0.0
C 4.320 1.852 -1.050 0.0 0.0 0.0
C 2.539 0.706 0.153 0.0 0.1 0.0
O 1.433 0.050 0.199 0.1 0.0 0.0
C -1.351 2.124 0.312 -0.1 0.0 -0.1
O -1.176 0.851 0.263 0.1 -0.1 0.1
H 6.567 3.352 1.060 0.0 0.0 0.0
H 7.037 2.517 -0.417 0.0 0.0 0.0
H 6.082 3.993 -0.507 0.0 0.0 0.0
H 4.876 2.123 2.239 0.0 0.0 0.0
H 3.343 1.047 3.488 0.0 0.0 0.0
H 1.301 -0.593 2.160 0.0 0.0 0.0
H 1.188 -1.577 4.252 0.0 0.0 0.0
H 2.371 -0.435 4.900 0.0 0.0 0.0
H 0.243 0.006 5.933 0.0 0.0 0.0
H 0.641 1.370 4.915 0.0 0.0 0.0
H -1.255 -0.884 4.065 0.0 0.0 0.0
H -1.782 0.586 4.875 0.0 0.0 0.0
H -0.997 0.318 2.055 0.0 0.0 0.0
H -1.519 2.661 3.711 0.0 0.0 0.0
H -1.842 4.654 2.585 0.0 0.0 0.0
H -2.143 6.795 1.546 0.0 0.0 0.0
H -1.359 6.991 -0.018 0.0 0.0 0.0
H -3.085 6.661 0.065 0.0 0.0 0.0
H -1.761 4.866 -1.660 0.0 0.0 0.0
H -1.437 3.154 -2.996 0.0 0.0 0.0
H -1.933 0.920 -4.424 0.0 0.0 0.0
H -0.424 1.826 -4.509 0.0 0.0 0.0
H -0.646 -1.158 -3.826 0.0 0.0 0.0
H -0.285 -0.543 -5.399 0.0 0.0 0.0
H 1.738 -1.256 -4.192 0.0 0.0 0.0
H 1.817 0.446 -4.679 0.0 0.0 0.0
H 3.271 1.009 -3.214 0.0 0.0 0.0
H 4.757 2.128 -2.005 0.0 0.0 0.0
C -1.964 -4.315 -2.420 0.0 0.0 0.0
C -2.437 -3.025 -1.812 0.0 0.0 0.0
C -2.491 -2.858 -0.431 0.0 0.0 -0.1
C -3.022 -1.702 0.146 0.0 0.0 -0.1
C -3.129 -1.586 1.641 0.0 0.0 0.0
C -3.500 -0.701 -0.693 0.0 0.0 0.0
C -3.480 -0.842 -2.081 0.0 0.0 0.0
C -4.148 0.188 -2.949 0.0 0.0 0.0
C -2.916 -1.994 -2.625 0.0 0.1 0.0
H -2.822 -4.918 -2.722 0.0 0.0 0.0
H -1.385 -4.903 -1.708 0.0 0.0 0.0
H -1.350 -4.139 -3.302 0.0 0.0 0.0
H -2.151 -3.659 0.215 0.0 0.0 0.0
H -2.220 -1.949 2.125 0.0 0.0 0.0
H -3.958 -2.195 2.007 0.0 0.0 0.0
H -3.322 -0.557 1.943 0.0 0.0 0.0
H -3.934 0.194 -0.260 0.0 0.0 0.0
H -5.228 0.159 -2.797 0.0 0.0 0.0
H -3.969 0.002 -4.007 0.0 0.0 0.0
H -3.817 1.198 -2.702 0.0 0.0 0.0
H -2.916 -2.127 -3.702 0.0 0.0 0.0
C 1.455 -4.961 2.639 0.0 0.0 0.0
N 1.244 -4.383 1.312 0.0 0.0 0.0
C 1.634 -5.039 0.179 0.0 0.0 0.1
C 1.475 -4.520 -1.058 0.0 0.0 0.0
C 0.853 -3.235 -1.137 0.0 -0.1 0.0
O 0.616 -2.592 -2.206 0.0 0.0 0.1
N 0.463 -2.625 0.000 0.0 0.1 0.2
C 0.669 -3.127 1.232 -0.1 0.0 -0.1
O 0.358 -2.506 2.258 0.0 0.0 0.0
H 1.845 -5.968 2.523 0.0 0.0 0.0
H 0.514 -4.994 3.182 0.0 0.0 0.0
H 2.167 -4.361 3.202 0.0 0.0 0.0
H 2.083 -6.009 0.343 0.0 0.0 0.0
H 1.791 -5.049 -1.943 0.0 0.0 0.0

Entry 4:
40
Properties=species:S:1:pos:R:3:forces:R:3 method="wB97M-V/def2-TZVPD" relative_energy_kcal_mol=59.7 fmax_ev_per_a=1.26 e_homo_ev=-8.202 smiles=CN1CCCN(Cc2nc(-c3ccc(Cl)cc3)no2)CC1 energy_ev=-36392.447 gap_ev=8.632
C 1.627 -3.381 -1.831 0.0 -0.1 0.0
N 1.591 -3.707 -0.425 -0.1 0.1 0.0
C 0.261 -4.036 0.069 0.0 -0.2 0.3
H -0.461 -3.899 -0.743 0.0 0.0 0.0
C -0.259 -3.280 1.310 0.0 -0.2 -0.2
N -0.322 -1.837 1.250 -0.1 0.1 0.0
C 0.928 -1.161 1.529 0.2 0.1 -0.1
H 1.246 -1.486 2.525 0.0 0.1 0.0
H 0.723 -0.088 1.581 0.1 0.0 0.1
C 2.068 -1.405 0.534 -0.2 -0.3 0.2
H 1.797 -1.007 -0.445 0.1 0.1 -0.1
H 2.941 -0.849 0.881 0.0 0.1 0.0
C 2.444 -2.892 0.405 0.1 0.2 0.0
H 3.449 -2.959 -0.025 0.0 0.0 0.1
H 2.486 -3.345 1.399 0.1 0.0 0.0
C -1.058 -1.323 0.112 0.0 -0.2 0.2
C -1.404 0.106 0.323 0.1 0.6 -0.4
N -0.965 1.122 -0.352 0.2 -0.4 -0.1
C -1.583 2.187 0.247 -0.3 -1.0 0.5
N -2.358 1.820 1.236 -0.1 1.2 0.0
O -2.251 0.468 1.291 0.2 -0.8 -0.1
C -1.385 3.558 -0.178 0.0 0.6 -0.1
C -2.038 4.601 0.476 0.1 -0.2 -0.1
C -1.845 5.904 0.065 0.0 0.1 -0.1
C -0.997 6.165 -1.003 0.0 -0.3 0.1
C -0.341 5.136 -1.662 0.0 0.2 0.0
C -0.537 3.833 -1.248 -0.2 -0.1 0.2
H -0.038 3.015 -1.744 0.1 -0.1 -0.1
H 0.315 5.358 -2.490 0.0 0.0 -0.1
Cl -0.755 7.795 -1.517 0.0 0.2 -0.1
H -2.346 6.719 0.565 0.0 0.1 0.0
H -2.692 4.372 1.303 -0.1 0.0 0.1
H -0.517 -1.384 -0.846 -0.1 0.0 0.1
H -1.987 -1.897 0.033 0.1 0.0 -0.1
H 0.344 -3.538 2.182 -0.1 0.0 0.0
H -1.276 -3.646 1.495 0.1 -0.1 0.0
H 0.250 -5.104 0.334 -0.3 0.1 0.0
H 1.056 -2.479 -2.106 0.0 0.0 0.0
H 1.224 -4.221 -2.397 0.0 0.0 -0.1
H 2.663 -3.233 -2.132 0.0 0.0 -0.1

Entry 5:
9
Properties=species:S:1:pos:R:3:forces:R:3 method="wB97M-V/def2-TZVPD" relative_energy_kcal_mol=107.5 fmax_ev_per_a=4.10 e_homo_ev=-9.921 smiles="O=[N+]([O-])CP" energy_ev=-15971.821 gap_ev=10.656
C -0.743 -0.192 0.159 0.8 0.7 -2.1
N 0.244 0.050 -1.277 -1.9 -0.7 3.6
O 1.271 0.624 -1.091 0.7 0.4 -0.6
O -0.212 -0.411 -2.274 -0.1 -0.1 -1.0
P 0.113 0.186 1.715 -0.4 -0.2 0.3
H -1.552 0.518 -0.034 0.1 -0.2 0.0
H -1.118 -1.207 0.054 0.1 0.0 -0.1
H 0.889 1.209 1.184 0.2 0.4 -0.1
H 1.108 -0.778 1.564 0.3 -0.3 0.0

Entry 6:
11
Properties=species:S:1:pos:R:3:forces:R:3 method="wB97M-V/def2-TZVPD" relative_energy_kcal_mol=69.7 fmax_ev_per_a=0.37 e_homo_ev=-9.288 energy_ev=-8774.672 gap_ev=9.170
O -1.107 1.152 -1.199 0.0 -0.1 0.1
C -1.202 -0.106 -0.945 0.2 -0.1 0.1
C -0.468 -0.610 0.144 -0.4 0.1 -0.1
N 0.075 0.496 0.911 0.3 -0.1 0.0
C 1.388 0.332 0.903 0.0 0.1 0.1
O 1.961 -0.630 0.311 -0.2 0.0 0.0
H -1.850 -0.673 -1.612 0.2 0.0 0.1
H -0.894 -1.474 0.662 0.0 0.1 -0.1
H 0.670 -1.040 -0.214 0.1 0.1 -0.1
H -0.575 1.480 -0.389 0.0 0.0 -0.1
H 2.001 1.073 1.428 -0.1 -0.1 -0.1